# C9H14

A 2-piece molecular cluster, C9H14 overall in a non-equilibrium geometry (the ωB97M-V functional and the def2-TZVPD basis, OMol25).

Element x y z (Å)
C (0.19689, -1.34914, -2.59085)
C (1.58033, 0.52576, 0.37370)
C (1.12171, 0.22177, -0.87902)
C (1.35767, -0.37921, 1.45100)
C (0.56959, -1.05895, -1.19087)
C (0.96851, -1.69836, 1.08751)
C (0.50073, -2.03425, -0.15636)
H (2.17854, 1.40628, 0.70522)
H (1.39602, 0.83466, -1.74551)
H (1.40507, -0.01859, 2.49479)
H (0.99410, -2.44890, 1.86134)
H (-0.34040, -2.30743, -2.67181)
H (1.01234, -1.06408, -3.26736)
H (0.43886, -3.09131, -0.27859)
H (-0.48342, -0.52904, -2.93062)
C (-1.26071, 2.33424, 0.95488)
C (-2.00847, 1.01498, 0.98187)
H (-0.58217, 2.30593, 0.06830)
H (-2.05374, 3.07833, 0.79331)
H (-0.42683, 2.47838, 1.66656)
H (-1.20003, 0.25726, 1.00652)
H (-2.86527, 0.79511, 0.33381)
H (-2.49934, 0.72657, 1.93216)

As for the spin multiplicity: 2. The total energy is -9550.1137 eV. The calculation puts the LUMO energy (alpha / beta) at -4.545 / -8.159 eV. The expectation value of S² is 0.769. The energy above the lowest of the compared OMol25 structures with the same formula, charge and spin is 30.6 kcal/mol. Its net charge is +1.

These are the Löwdin partial charges, in e, on atoms 1 to 6:
1 C 0.008
2 C -0.033
3 C 0.004
4 C 0.052
5 C -0.167
6 C -0.008